DFT (the ωB97M-V functional and the def2-TZVPD basis) results for a cluster of 2 separate species, C12H16N2 in total.

Cartesian coordinates (Å):
C (-0.179, -0.279, -2.164)
C (0.584, -0.375, -3.399)
C (-0.366, 1.107, -1.752)
C (0.642, 1.987, -1.259)
C (-1.344, 2.963, -1.174)
N (-1.625, 1.716, -1.598)
N (0.052, 3.124, -0.814)
H (-1.176, -0.873, -2.387)
H (0.121, -0.779, -1.190)
H (1.630, -0.820, -3.277)
H (1.599, 1.801, -0.884)
H (-1.934, 3.884, -1.042)
H (0.489, 3.835, -0.376)
H (0.936, 0.545, -4.024)
H (0.171, -1.235, -3.884)
C (2.689, -0.859, 2.011)
C (-1.614, -2.059, 1.669)
C (-0.484, -2.865, 1.308)
C (-1.327, -0.734, 2.186)
C (0.818, -2.335, 1.348)
C (0.086, -0.359, 2.455)
C (1.165, -1.108, 1.999)
H (-2.671, -2.111, 1.481)
H (-0.797, -3.893, 1.045)
H (-2.050, 0.032, 2.335)
H (1.542, -2.986, 0.753)
H (0.292, 0.739, 2.725)
H (2.910, 0.172, 2.503)
H (2.928, -1.051, 0.978)
H (3.003, -1.635, 2.757)

Cartesian forces (eV/Å) of the 6 atoms listed first:
-3.074 -1.345 2.189
4.934 -1.097 -1.924
-0.300 3.058 2.155
-2.090 -1.611 -0.125
1.913 -0.110 1.339
2.067 2.474 -0.414

The electronic energy comes out at -576.24565 Eh. Its HOMO energy is -8.06 eV. The total charge is 0.


DFT (the ωB97M-V functional and the def2-TZVPD basis) results for a cluster of 2 separate species, C12H16N2 in total.

Cartesian coordinates (Å):
C (0.621, 2.023, 0.385)
C (0.805, 3.342, -0.392)
C (1.305, 0.807, -0.180)
C (1.343, 0.549, -1.540)
C (2.116, -0.009, 0.623)
C (1.981, -0.577, -2.074)
C (2.860, -1.059, 0.114)
C (2.630, -1.437, -1.208)
H (0.786, 2.164, 1.455)
H (-0.459, 1.775, 0.381)
H (0.804, 3.094, -1.451)
H (0.804, 1.174, -2.239)
H (2.207, 0.201, 1.685)
H (1.969, -0.831, -3.093)
H (3.624, -1.484, 0.748)
H (2.996, -2.376, -1.583)
H (1.766, 3.756, -0.144)
H (-0.039, 4.004, -0.223)
C (-1.815, -2.025, -0.881)
C (-3.101, -0.483, 0.752)
C (-2.341, -1.685, 0.434)
C (-2.111, -1.284, 2.532)
N (-2.921, -0.258, 2.043)
N (-1.747, -2.096, 1.567)
H (-3.847, 0.065, 0.195)
H (-3.609, 0.267, 2.566)
H (-1.814, -3.082, -1.131)
H (-0.845, -1.560, -1.106)
H (-1.675, -1.431, 3.510)
H (-2.291, -1.544, -1.745)

Cartesian forces (eV/Å) of the 6 atoms listed first:
-1.576 -0.095 0.052
-0.233 -1.331 -0.125
1.293 0.018 0.268
-0.465 -0.292 -0.909
0.048 0.411 0.376
-0.442 0.044 1.972

As for the multiplicity: 2. The electronic energy comes out at -576.04012 Eh. Its HOMO energy (alpha / beta) is -11.55 / -11.55 eV. The total charge is +1.


Q: Number 1 is which compound?
A: C12H16N2


Q: Which value of electronic energy does entry 2 give?
A: -576.04012 Eh


Q: electronic energy of number 2 (C12H16N2)?
A: -576.04012 Eh


Q: Which of these has the highest electronic energy?
A: number 2